# 1
Computed, not measured: a cluster of 5 separate species, C25H40N5O5 in total, with the ωB97M-V functional and the def2-TZVPD basis.

```
! RIJCOSX wB97M-V def2-TZVPD def2/J DEFGRID3
* xyz 1 1
O -1.9463 -3.0710 3.2525
C -1.6442 -1.9111 3.1174
C -2.6345 -0.8399 3.6076
C -3.9203 -1.0105 2.8608
C -4.3956 -0.0511 1.9796
C -5.5411 -0.2856 1.2324
C -6.2125 -1.4696 1.3856
N -5.7400 -2.3810 2.2497
C -4.6312 -2.1937 2.9768
C -0.4286 -1.4128 2.4264
C -0.5657 -0.9354 1.1266
C 0.5483 -0.4365 0.4709
C 1.7725 -0.4078 1.1175
C 1.8968 -0.8864 2.4107
C 0.7927 -1.3897 3.0834
H -2.7838 -0.9886 4.6766
H -2.2353 0.1581 3.4612
H -3.8480 0.8700 1.8408
H -5.9130 0.4443 0.5318
H -7.1077 -1.7162 0.8383
H -6.2369 -3.2573 2.3510
H -4.2822 -2.9868 3.6190
H -1.5295 -0.9622 0.6331
H 0.4379 -0.0708 -0.5396
H 2.6363 -0.0240 0.5986
H 2.8471 -0.8735 2.9226
H 0.8824 -1.7635 4.0927
C 2.7874 0.1916 -2.5294
O 3.4661 -0.2142 -1.6013
N 2.4111 -0.5499 -3.5816
C 1.6036 -0.0024 -4.6548
C 2.8344 -1.9392 -3.6347
H 2.4075 1.2278 -2.5755
H 0.6564 -0.5431 -4.7291
H 2.1267 -0.0674 -5.6084
H 1.3984 1.0450 -4.4569
H 2.4593 -2.4874 -2.7699
H 3.9219 -2.0092 -3.6292
H 2.4483 -2.3891 -4.5458
C -3.5638 -0.4866 -1.8803
O -2.4579 -0.0974 -1.5554
N -3.9496 -0.7719 -3.1329
C -5.2853 -1.2326 -3.4502
C -2.9782 -0.6088 -4.2064
H -4.3580 -0.6496 -1.1280
H -5.2558 -2.2201 -3.9131
H -5.7826 -0.5426 -4.1334
H -5.8730 -1.2966 -2.5353
H -2.1110 -1.2460 -4.0354
H -2.6341 0.4238 -4.2554
H -3.4458 -0.8794 -5.1492
C 3.1150 -1.2191 6.5973
O 2.5768 -1.7386 5.6334
N 4.4300 -0.9682 6.6835
C 5.0253 -0.3563 7.8549
C 5.2805 -1.3312 5.5608
H 2.5532 -0.9142 7.4953
H 5.5113 0.5853 7.5944
H 5.7669 -1.0198 8.3024
H 4.2505 -0.1553 8.5919
H 4.9711 -0.8029 4.6589
H 5.2182 -2.4010 5.3629
H 6.3077 -1.0662 5.7968
C 2.7383 3.6066 -4.8117
O 2.5484 2.8912 -5.7780
N 2.0754 4.7531 -4.5723
C 2.3454 5.5715 -3.4083
C 1.0670 5.1792 -5.5283
H 3.4906 3.3720 -4.0387
H 1.4512 5.6751 -2.7904
H 2.6823 6.5668 -3.7030
H 3.1270 5.1048 -2.8119
H 0.2800 4.4296 -5.6159
H 1.5080 5.3166 -6.5153
H 0.6362 6.1186 -5.1911
*
```

Results
Orbital gap in eV: 6.6
Molar mass in g/mol: 490.625
DFT total energy in Eh: -1626.37500
E_LUMO in Eh: -0.149

# 2
Computed, not measured: a structure of composition C25H40N7O3ReS2 at a distorted geometry, with the ωB97M-V functional and the def2-TZVPD basis.

```
! RIJCOSX wB97M-V def2-TZVPD def2/J DEFGRID3
* xyz 3 2
Re -0.1011 1.0301 0.8227
N 7.7619 1.3956 -1.1341
C 6.4844 1.5521 -0.7909
C 5.4801 1.7480 -1.7761
C 4.1617 1.8712 -1.4033
C 3.8268 1.8372 -0.0551
C 4.7902 1.6594 0.9352
C 6.1071 1.5216 0.5777
S 2.1647 1.7416 0.4916
O 1.7994 2.6111 1.5716
O 1.1639 1.8413 -0.6267
N 1.9641 0.2429 1.0423
C 1.6449 -0.7445 0.1898
N 2.4884 -1.6458 -0.2554
C 2.0210 -2.6172 -1.0154
C 0.6697 -2.7095 -1.3551
C -0.1665 -1.7133 -0.8878
N 0.3140 -0.7280 -0.1315
H 8.0477 1.4364 -2.1019
H 8.4762 1.2733 -0.4285
H 5.7573 1.7855 -2.8194
H 3.3824 2.0191 -2.1360
H 4.4785 1.6420 1.9670
H 6.8650 1.3737 1.3320
H 2.7527 -3.3324 -1.3658
H 0.2994 -3.5267 -1.9523
H -1.2250 -1.7006 -1.1049
C -2.1624 -0.6127 -5.7846
C -0.8572 -0.1696 -5.1495
C -1.0133 0.2670 -3.6930
C -1.8445 1.5442 -3.5153
N -1.8545 1.9125 -2.1101
C -2.7246 1.5367 -1.1905
S -2.3035 1.9204 0.4971
N -3.8703 0.9558 -1.4437
C -4.7949 0.4554 -0.4404
C -4.2550 -0.7991 0.2540
C -4.0091 -1.9707 -0.6979
C -5.2816 -2.5657 -1.2880
H -1.9759 -1.0171 -6.7743
H -2.8565 0.2152 -5.9098
H -2.6472 -1.3825 -5.1890
H -0.4146 0.6312 -5.7415
H -0.1551 -1.0074 -5.1687
H -0.0277 0.4380 -3.2540
H -1.4912 -0.5384 -3.1321
H -2.8624 1.4016 -3.8764
H -1.4051 2.3670 -4.0801
H -1.0063 2.3512 -1.7678
H -4.1444 0.8274 -2.4108
H -5.7358 0.2264 -0.9381
H -4.9741 1.2276 0.3085
H -4.9957 -1.0967 0.9949
H -3.3267 -0.5487 0.7787
H -3.4961 -2.7566 -0.1380
H -3.3445 -1.6612 -1.5107
H -5.9797 -2.8289 -0.4965
H -5.0506 -3.4706 -1.8462
H -5.7877 -1.8767 -1.9640
O -0.7863 0.4661 2.6463
C -0.5471 0.7818 3.8418
C 0.6289 1.5769 4.2973
C 1.6840 0.4595 4.5683
C 1.2298 -0.7472 5.4158
C 0.2465 -1.7250 4.7435
C -1.2328 -1.2802 4.8387
N -1.2178 0.1718 4.8296
H 0.4155 2.1165 5.2199
H 1.0033 2.2728 3.5480
H 2.5162 0.9342 5.0906
H 2.0608 0.0910 3.6114
H 0.8397 -0.4133 6.3786
H 2.1342 -1.3131 5.6403
H 0.3403 -2.7027 5.2141
H 0.5302 -1.8365 3.6948
H -1.7010 -1.6092 5.7647
H -1.8068 -1.6561 3.9917
H -1.0983 0.5738 5.7527
*
```

Results
Orbital gap (spin up / spin down) in eV: 3.5 / 4.2
⟨S²⟩: 0.78
Molar mass in g/mol: 736.982
DFT total energy in Eh: -2459.28542
Relative energy (zero: lowest compared OMol25 entry of this formula, charge and spin) in kcal per mole: 60.96
E_LUMO (spin up / spin down) in Eh: -0.444 / -0.421

# 3
Computed, not measured: a cluster of 7 separate species, C25H40O21 in total at a distorted geometry, with the ωB97M-V functional and the def2-TZVPD basis.

```
! RIJCOSX wB97M-V def2-TZVPD def2/J DEFGRID3
* xyz 0 1
C -1.2770 7.2351 11.7127
C -0.4610 8.0225 10.7039
C -0.7616 9.5258 10.6122
O 0.4572 10.1679 10.9875
C 1.3902 9.2582 11.3172
O 2.4762 9.5343 11.7141
O 0.9303 8.0069 11.1555
H -2.3388 7.3757 11.4935
H -1.0817 7.6298 12.7079
H -1.0520 6.1753 11.6348
H -0.4510 7.5269 9.7344
H -1.5656 9.7895 11.3020
H -1.0257 9.8460 9.6077
C 4.8946 6.7150 16.5705
C 4.9726 6.3393 18.0264
C 5.2029 7.5125 18.9984
O 4.3021 7.2634 20.0687
C 3.4761 6.2248 19.7398
O 2.6761 5.7731 20.4863
O 3.7022 5.8353 18.4756
H 4.2429 6.0136 16.0481
H 5.9032 6.6760 16.1608
H 4.4471 7.6976 16.4348
H 5.6995 5.5439 18.1962
H 4.9375 8.4706 18.5553
H 6.2282 7.5141 19.3633
C 3.0958 11.3881 17.3587
C 3.6218 11.0311 15.9773
O 4.9873 11.4279 15.9136
C 5.7593 11.0696 14.8854
O 6.8872 11.4471 14.7523
O 5.1072 10.2717 14.0322
C 5.8420 9.8738 12.8694
H 3.6481 10.8596 18.1330
H 2.0678 11.0170 17.4417
H 3.0540 12.4657 17.4820
H 3.0442 11.6190 15.2550
H 3.4676 9.9802 15.7429
H 6.3428 10.7440 12.4423
H 5.1656 9.3705 12.1937
H 6.6779 9.2284 13.1592
C -0.0045 4.8931 15.4547
C 1.3937 4.5366 15.8851
O 2.0253 3.7239 14.8629
C 2.6724 4.2603 13.8339
O 3.1564 3.5987 12.9620
O 2.7200 5.6100 13.8921
C 3.1835 6.2504 12.7285
H -0.6210 4.0143 15.2865
H 0.0688 5.5338 14.5726
H -0.5038 5.4848 16.2287
H 1.4607 3.9355 16.7888
H 1.9942 5.4224 16.0722
H 2.4053 6.2993 11.9660
H 4.0736 5.7915 12.3073
H 3.3830 7.3114 12.8885
O -3.1716 4.1377 17.6513
C -2.9177 5.1921 18.1237
O -3.8225 6.2028 18.2931
C -3.1044 7.3505 18.7208
C -1.8478 6.7534 19.3423
O -1.6938 5.5724 18.5621
H -2.8162 7.9680 17.8666
H -3.6627 7.9498 19.4367
H -1.9841 6.5387 20.4034
H -1.0316 7.4661 19.2454
O 1.0909 7.9843 18.0454
C 0.9377 8.2979 16.9085
O -0.0865 9.0311 16.4189
C 0.1170 9.2796 15.0223
C 1.4072 8.5209 14.6721
O 1.7410 7.8715 15.9145
H -0.7474 9.1434 14.3797
H 0.3032 10.3559 14.9185
H 2.2669 9.1184 14.3887
H 1.1801 7.7178 13.9728
O -2.2483 11.1509 13.8645
C -3.1744 10.6327 14.4005
O -3.3527 9.2928 14.4360
C -4.4026 8.9555 15.3546
C -5.0768 10.3163 15.6090
O -4.1832 11.2636 15.0190
H -5.0840 8.2336 14.9171
H -3.9308 8.5152 16.2301
H -5.2538 10.5985 16.6417
H -6.0282 10.3275 15.0737
*
```

Results
Orbital gap in eV: 10.8
Molar mass in g/mol: 676.574
DFT total energy in Eh: -2556.73347
SMILES: C[C@H]1COC(=O)O1.C[C@H]1COC(=O)O1.CCOC(=O)OC.CCOC(=O)OC.O=C1OCCO1.O=C1OCCO1.O=C1OCCO1
Relative energy (zero: lowest compared OMol25 entry of this formula, charge and spin) in kcal per mole: 0.00
E_LUMO in Eh: 0.002

# 4
Computed, not measured: a structure of composition C25H41BiCl3O2P2 at a distorted geometry, with the ωB97M-V functional and the def2-TZVPD basis.

```
! RIJCOSX wB97M-V def2-TZVPD def2/J DEFGRID3
* xyz 1 1
Bi -0.5606 1.3424 -3.4969
C 4.1723 -1.3045 1.2540
C 4.1128 0.0899 1.5170
C 3.3011 -1.0138 3.3636
C 3.6791 -1.9863 2.4026
C 3.5690 0.2732 2.8168
C 4.6719 -1.9323 0.0143
H 4.4354 -1.3095 -0.8580
H 4.2201 -2.9212 -0.1318
H 5.7647 -2.0685 0.0326
C 3.5723 -3.4451 2.5817
H 4.1169 -3.9766 1.7941
H 2.5235 -3.7757 2.5605
H 3.9852 -3.7479 3.5542
C 2.7200 -1.3065 4.6851
H 3.2960 -2.0883 5.2007
H 1.6827 -1.6643 4.5938
H 2.7150 -0.4094 5.3143
C 3.3424 1.5701 3.4856
H 4.2511 1.9350 3.9878
H 2.5579 1.4797 4.2446
H 3.0417 2.3335 2.7579
C 4.5457 1.1638 0.5999
H 5.6072 1.4240 0.7350
H 3.9606 2.0755 0.7710
H 4.4150 0.8542 -0.4441
C -2.5701 0.8477 -4.2108
C -1.9713 1.9285 -5.0628
C -2.3404 3.3876 -4.8605
C -2.1161 3.9418 -3.4340
C -1.5148 2.9550 -2.3630
C -2.5667 2.4566 -1.3836
C -3.3525 1.2226 -1.7676
C -3.7301 1.1257 -3.2726
H -3.3925 3.5394 -5.1630
H -3.0753 4.3534 -3.0827
H -1.7294 3.9869 -5.5539
H -4.3059 2.0150 -3.5838
H -2.6073 -0.1474 -4.6803
H -1.7230 1.6288 -6.0885
H -4.4387 0.2827 -3.3650
H -2.7911 0.3343 -1.4429
H -3.2839 3.2828 -1.2140
H -4.3081 1.1886 -1.2079
H -1.4433 4.8138 -3.5071
H -0.6462 3.4235 -1.8666
P -0.5984 -2.9176 -0.7657
C -1.5625 -4.3959 -1.0914
C 0.8875 -2.9949 -1.7460
P -2.4242 2.3958 0.7443
C -1.4279 -1.4628 -0.8814
C -1.8996 4.0582 1.2878
C -4.1722 2.5087 1.2456
H -1.5100 -5.0916 -0.2417
H -1.1680 -4.8743 -1.9984
H -2.6079 -4.1055 -1.2670
H 0.9459 -2.0664 -2.3296
H 0.7954 -3.8427 -2.4361
H 1.7892 -3.1054 -1.1315
H -4.7989 2.8439 0.4138
H -4.2593 3.1930 2.0971
H -4.4830 1.5039 1.5648
H -1.4542 -0.7220 -0.0841
H -1.9339 -1.2897 -1.8313
H -2.2681 4.1871 2.3166
H -2.2876 4.8511 0.6366
H -0.8011 4.0828 1.3006
Cl -0.8815 -2.2784 4.5193
C -0.8695 -3.2612 3.0597
Cl 0.1461 -4.7178 3.2654
Cl -2.5308 -3.7129 2.5735
C -0.2855 -2.4403 1.8725
O -0.1220 -3.2444 0.7717
O -0.0101 -1.2597 1.9093
*
```

Results
Orbital gap in eV: 2.1
Molar mass in g/mol: 750.888
DFT total energy in Eh: -3405.08219
E_LUMO in Eh: -0.245

# 5
Computed, not measured: a structure of composition C25H41Cl33InO4P at a distorted geometry, with the ωB97M-V functional and the def2-TZVPD basis.

```
! RIJCOSX wB97M-V def2-TZVPD def2/J DEFGRID3
* xyz -2 1
C 4.0603 -2.9559 4.4382
C 3.3056 -2.4394 3.1711
C 1.8384 -2.0603 3.4790
C 1.6615 -0.5182 3.5213
C 0.9257 0.0091 2.2964
C 0.3815 1.4417 2.4508
C -1.1460 1.4751 2.4481
C -1.7668 1.4723 3.8378
C -3.2813 1.3213 3.7113
In -3.7002 -0.9021 3.7650
C -4.2609 -1.5578 1.6897
C -3.3779 -2.6621 1.0930
C -3.7013 -4.0402 1.6627
O -3.0123 -4.1769 2.8755
C -3.3694 -5.3116 3.6166
P -5.7561 -1.2741 5.2886
O -7.1083 -0.8140 4.7308
C -1.8530 -1.8289 4.6192
O -0.8495 -2.0094 3.8553
O -1.8625 -2.0988 5.8543
H 3.5924 -2.6223 5.3608
H 5.0867 -2.5711 4.4471
H 4.0955 -4.0418 4.4002
H 3.3705 -3.2142 2.4053
H 3.8045 -1.5674 2.7448
H 1.4924 -2.5030 4.4055
H 1.2484 -2.4183 2.6400
H 2.6528 -0.0527 3.5633
H 1.1455 -0.2647 4.4459
H 0.1319 -0.6854 2.0465
H 1.6446 -0.0147 1.4679
H 0.7395 2.0422 1.6072
H 0.7666 1.9083 3.3597
H -1.4832 2.3971 1.9608
H -1.5815 0.6504 1.8788
H -1.4963 2.4223 4.3262
H -1.3219 0.6805 4.4451
H -3.6171 1.6596 2.7306
H -3.8290 1.7873 4.5295
H -4.1832 -0.6737 1.0482
H -5.2974 -1.9046 1.6328
H -2.3085 -2.4877 1.2321
H -3.5729 -2.7245 0.0100
H -4.7899 -4.1314 1.7796
H -3.3531 -4.7980 0.9390
H -3.0653 -5.1191 4.6453
H -2.7963 -6.1790 3.2611
H -4.4480 -5.5021 3.6101
H -5.5246 -0.5370 6.4938
H -5.8463 -2.6230 5.7422
C -7.4410 3.2134 2.9869
Cl -6.0388 3.8441 2.1084
Cl -8.7403 2.7994 1.8454
Cl -7.0208 1.8342 3.9826
H -7.8106 4.0054 3.6247
C 6.6659 -2.0161 0.8500
Cl 6.0034 -3.6301 0.5799
Cl 5.9766 -0.8717 -0.3093
Cl 6.3515 -1.4747 2.4930
H 7.7351 -2.0590 0.6959
C 0.9074 -1.9108 -1.4364
Cl -0.2453 -2.5595 -0.2845
Cl 0.9061 -0.1453 -1.4117
Cl 2.5345 -2.5400 -1.1269
H 0.6092 -2.2328 -2.4264
C 0.5922 1.1962 -5.4737
Cl 1.3934 1.2093 -7.0513
Cl -1.1028 1.6788 -5.6204
Cl 0.7429 -0.3806 -4.7216
H 1.0917 1.9157 -4.8374
C -7.8603 -5.0439 6.7413
Cl -6.7532 -5.1850 5.3939
Cl -9.4488 -5.7214 6.3380
Cl -7.2083 -5.8279 8.1876
H -7.9900 -3.9906 6.9585
C 1.1175 5.4342 -4.7154
Cl -0.1865 5.1749 -5.8702
Cl 1.3028 4.0392 -3.6590
Cl 2.6345 5.7839 -5.5596
H 0.8676 6.2899 -4.1025
C 9.6123 0.3481 -0.3150
Cl 10.6480 1.0870 -1.5387
Cl 9.8685 -1.4000 -0.2565
Cl 9.8923 1.0707 1.2662
H 8.5797 0.5241 -0.5908
C 1.4981 6.8337 -9.0616
Cl -0.1634 7.3756 -9.2999
Cl 1.6858 5.1545 -9.5505
Cl 2.6248 7.8749 -9.9431
H 1.7291 6.9048 -8.0062
C 4.7802 -1.2572 -7.0324
Cl 3.2087 -2.0092 -7.2925
Cl 4.9481 0.2056 -8.0118
Cl 5.0234 -0.8967 -5.3243
H 5.5450 -1.9561 -7.3427
C -3.8029 -1.2457 -3.8438
Cl -5.0354 -1.6676 -2.6596
Cl -3.5536 0.5062 -3.8840
Cl -2.3070 -2.1107 -3.5036
H -4.1510 -1.5535 -4.8204
C 6.1717 9.0938 -10.9723
Cl 7.1499 9.9554 -12.1640
Cl 6.5106 7.3656 -11.0138
Cl 6.4376 9.7477 -9.3562
H 5.1299 9.2386 -11.2262
*
```

Results
Orbital gap in eV: 2.0
Molar mass in g/mol: 1721.340
DFT total energy in Eh: -16995.83644
E_LUMO in Eh: 0.074

# 6
Computed, not measured: a structure of composition C25H41Cl3LaN3O3SSi at a distorted geometry, with the ωB97M-V functional and the def2-TZVPD basis.

```
! RIJCOSX wB97M-V def2-TZVPD def2/J DEFGRID3
* xyz 0 1
C 1.8575 -2.1208 -4.5794
C 1.3308 -1.0045 -3.7599
H 2.1947 -1.6936 -5.5239
H 1.0634 -2.8444 -4.7837
H 2.7189 -2.5907 -4.1226
C 0.6864 -0.0167 -4.4329
C 0.3440 -0.0949 -5.8827
H 0.4724 0.9409 -3.9996
H -0.2743 -0.9877 -6.1111
H 1.2544 -0.1419 -6.5192
H -0.1856 0.8197 -6.2092
La -1.6606 -0.8330 2.6559
Cl 1.2505 -1.0534 2.8149
Cl -3.6832 -2.4706 3.2615
C 0.0683 2.0551 2.4452
O -0.9464 1.4383 2.8871
N 0.0470 3.3645 2.2216
C -1.2209 4.0957 2.4148
C 1.2676 4.1782 2.1738
H 0.9912 1.5057 2.2580
H -1.9765 3.7746 1.6711
H -1.0189 5.1749 2.2917
H -1.6280 3.8887 3.4300
H 2.1000 3.5833 1.7815
H 1.5405 4.5398 3.1870
H 1.1038 5.0521 1.5213
H -1.6477 -1.4636 -2.0916
H -2.4359 1.3368 -3.3246
C -2.7276 -1.2716 -1.9311
C -3.3290 1.0539 -2.7421
N -2.9833 0.1495 -1.6419
H -3.0766 -1.8850 -1.0844
C -3.0937 0.6654 -0.3886
O -3.2078 0.0766 0.7023
H -3.7891 1.9604 -2.3084
H -3.0662 1.7702 -0.3877
H -3.2696 -1.4767 -2.8554
H -4.0436 0.5655 -3.4090
O 1.2502 -1.9504 -1.4027
C 1.7717 -0.9729 -2.3215
C 0.0951 0.9391 -1.7785
C 1.3978 0.4102 -1.7182
H -0.7332 0.3858 -2.2528
C -0.1160 2.2803 -1.4251
H 2.8623 -1.1588 -2.3820
C 2.4785 1.2126 -1.3521
H -1.1085 2.7426 -1.4582
C 0.9879 3.0711 -1.1258
C 2.2655 2.5411 -1.0665
H 3.4855 0.8265 -1.4260
H 0.8834 4.1423 -1.0860
H 3.1272 3.1511 -0.8728
Si 1.4020 -3.5161 -1.0303
Cl -1.1577 -1.6545 0.4135
C -0.1341 -4.6827 -0.4211
C 2.2633 -3.7204 0.5671
C 1.7643 -4.5554 -2.4885
H -0.8416 -4.4549 0.4051
H 0.2692 -5.6519 -0.0635
H -0.8473 -5.0340 -1.1949
H 0.8375 -4.6336 -3.1221
H 2.1074 -5.5513 -2.0982
H 2.6127 -4.1351 -3.0451
H 2.1368 -2.9441 1.3317
H 3.3068 -3.7042 0.2605
H 2.0330 -4.7043 1.0046
S -0.7405 -1.9563 5.3021
C -0.4829 -0.3756 5.7729
N -1.6167 0.3957 5.8529
C -1.5891 1.7522 6.0419
C -0.3781 2.3748 6.2066
C 0.8020 1.6217 6.1186
C 0.7421 0.2403 5.9727
H -2.4975 -0.1325 5.8636
H -2.5947 2.1943 6.0381
H -0.3792 3.4527 6.4287
H 1.7543 2.1556 6.1246
H 1.5537 -0.4415 5.7976
*
```

Results
Orbital gap (spin up / spin down) in eV: 7.3 / 7.3
Molar mass in g/mol: 737.039
DFT total energy in Eh: -3467.22307
Relative energy (zero: lowest compared OMol25 entry of this formula, charge and spin) in kcal per mole: 80.81
E_LUMO (spin up / spin down) in Eh: -0.016 / -0.016

Question: Which formula does entry 2 have?
Answer: C25H40N7O3ReS2

Question: Among the records above, which one has the highest DFT total energy?
Answer: C25H40N5O5